No. 1
Entry from the Open Molecules 2025 dataset: a structure of composition C42H52F3N6PbS3Si4 (wB97M-V/def2-TZVPD).

Geometry as ORCA input:
```
! wB97M-V def2-TZVPD RIJCOSX def2/J DEFGRID3
* xyz 1 1
Pb -0.212 -1.461 -0.516
N -1.900 -2.931 -2.425
N -3.279 -2.941 -2.603
C -4.121 -2.466 -1.651
N -5.424 -2.645 -1.931
S -3.644 -1.686 -0.254
H -1.442 -2.532 -3.237
H -1.543 -3.867 -2.263
H -3.658 -3.458 -3.382
H -5.751 -3.124 -2.752
H -6.093 -2.315 -1.259
S 6.995 0.565 -2.404
C 8.072 -0.535 -1.668
C 7.416 -1.576 -1.090
C 6.010 -1.480 -1.247
C 5.621 -0.367 -1.943
C 4.262 0.054 -2.295
C 3.152 -0.708 -1.875
N 1.901 -0.413 -2.142
C 1.643 0.679 -2.897
C 2.666 1.533 -3.332
C 2.342 2.733 -4.052
C 1.061 3.058 -4.310
C -0.012 2.194 -3.905
C -1.357 2.512 -4.143
C -2.355 1.652 -3.741
C -1.951 0.454 -3.119
N -0.701 0.130 -2.880
C 0.271 0.995 -3.233
C -3.776 1.952 -3.936
C -4.345 2.746 -4.892
C -5.756 2.833 -4.770
C -6.230 2.107 -3.721
S -4.978 1.304 -2.884
C 3.987 1.193 -3.015
H 9.134 -0.353 -1.703
H 7.913 -2.383 -0.572
H 5.323 -2.220 -0.863
H 3.303 -1.608 -1.289
H 3.153 3.378 -4.367
H 0.815 3.972 -4.836
H -1.600 3.453 -4.622
H -2.700 -0.261 -2.794
H -3.781 3.236 -5.672
H -6.385 3.411 -5.431
H -7.252 2.004 -3.394
H 4.787 1.843 -3.350
C -1.279 -4.089 3.280
C -0.648 -5.300 3.032
C 0.052 -5.479 1.853
C 0.118 -4.438 0.928
N -0.483 -3.272 1.193
C -1.165 -3.101 2.324
C 0.812 -4.530 -0.388
C 1.386 -5.736 -0.796
C 1.985 -5.851 -2.039
C 2.010 -4.757 -2.891
C 1.449 -3.554 -2.479
C 0.851 -3.403 -1.228
H -1.839 -3.912 4.187
H -0.704 -6.104 3.754
H 0.539 -6.422 1.660
H -1.628 -2.131 2.455
H 1.367 -6.608 -0.156
H 2.423 -6.793 -2.342
H 2.466 -4.839 -3.869
H 1.488 -2.707 -3.155
F 2.931 -0.433 1.322
C 2.029 -1.353 1.193
F 0.336 -0.099 2.500
F 2.187 -2.144 2.197
C -1.944 -0.259 5.183
Si -2.249 1.104 3.922
C -2.844 2.636 4.824
C -3.567 0.549 2.705
Si -0.189 1.444 2.833
Si 1.468 2.369 4.226
C 1.936 1.065 5.491
C 0.815 3.905 5.083
C 2.989 2.834 3.224
Si -0.343 2.678 0.838
C 1.215 2.441 -0.187
C -0.442 4.473 1.388
C -1.850 2.305 -0.219
H -2.880 -0.588 5.641
H -1.284 0.086 5.981
H -1.462 -1.124 4.724
H -3.836 2.443 5.240
H -2.923 3.506 4.169
H -2.181 2.897 5.650
H -4.447 0.175 3.234
H -3.206 -0.250 2.051
H -3.891 1.370 2.063
H 1.083 0.778 6.110
H 2.721 1.438 6.153
H 2.309 0.161 5.004
H -0.029 3.684 5.736
H 0.495 4.667 4.371
H 1.608 4.340 5.699
H 3.298 2.030 2.553
H 3.827 3.051 3.892
H 2.810 3.724 2.617
H 2.098 2.802 0.344
H 1.137 2.994 -1.128
H 1.385 1.390 -0.429
H 0.458 4.780 1.924
H -1.298 4.654 2.042
H -0.549 5.122 0.515
H -1.941 1.248 -0.475
H -1.791 2.878 -1.151
H -2.770 2.598 0.290
*
```

As for the LUMO energy: -2.6 eV. As for the energy above the lowest of the compared OMol25 structures with the same formula, charge and spin: 0.0000 eV. The largest force on an atom comes out at 0.41 eV/A.

No. 2
Entry from the Open Molecules 2025 dataset: a structure of composition C42H52N3 at a distorted geometry (wB97M-V/def2-TZVPD).

Geometry as ORCA input:
```
! wB97M-V def2-TZVPD RIJCOSX def2/J DEFGRID3
* xyz 1 1
C -0.117 3.826 -0.755
C 1.127 2.948 -0.702
C 2.348 3.709 -0.176
C 1.398 2.291 -2.060
C 1.783 3.090 -3.141
C 2.183 2.514 -4.345
C 2.209 1.121 -4.462
C 1.819 0.311 -3.398
C 1.862 -1.216 -3.544
C 3.014 -1.743 -4.403
C 0.518 -1.727 -4.054
C 1.306 0.914 -2.238
N 0.977 0.075 -1.101
N 1.965 -0.562 -0.428
N 1.379 -1.148 0.618
C 2.148 -1.738 1.712
C 2.286 -1.027 2.903
C 1.805 0.420 3.044
C 2.968 1.378 3.308
C 0.704 0.571 4.088
C 2.917 -1.654 3.982
C 3.421 -2.946 3.856
C 3.313 -3.614 2.638
C 2.684 -3.007 1.547
C 2.559 -3.761 0.222
C 1.575 -4.923 0.332
C 3.916 -4.216 -0.318
C 0.026 -1.059 0.549
C -0.832 -1.819 1.483
C -0.313 -0.190 -0.495
C -1.453 0.481 -0.903
H -0.992 3.210 -0.988
H -0.283 4.308 0.216
H -0.014 4.602 -1.525
H 0.925 2.125 -0.014
H 3.211 3.037 -0.087
H 2.625 4.534 -0.845
H 2.136 4.122 0.818
H 1.784 4.185 -3.027
H 2.489 3.144 -5.181
H 2.537 0.669 -5.412
H 2.020 -1.592 -2.526
H 3.973 -1.336 -4.065
H 3.062 -2.837 -4.312
H 2.877 -1.500 -5.464
H -0.294 -1.368 -3.412
H 0.332 -1.364 -5.073
H 0.497 -2.822 -4.062
H 1.378 0.684 2.069
H 3.720 1.289 2.515
H 2.610 2.414 3.324
H 3.450 1.158 4.270
H -0.122 -0.126 3.895
H 1.089 0.373 5.099
H 0.294 1.590 4.062
H 3.011 -1.117 4.931
H 3.904 -3.433 4.710
H 3.712 -4.627 2.531
H 2.155 -3.028 -0.489
H 0.597 -4.574 0.685
H 1.438 -5.394 -0.648
H 1.943 -5.682 1.037
H 4.572 -3.349 -0.464
H 4.409 -4.914 0.370
H 3.785 -4.712 -1.287
H -1.844 -1.834 1.079
H -0.485 -2.862 1.580
H -0.855 -1.341 2.475
H -2.279 -0.497 -1.088
H -1.432 0.962 -1.876
C -2.761 3.275 4.364
C -3.167 2.401 3.210
C -3.035 1.005 3.309
C -3.187 0.224 2.147
C -3.316 0.845 0.886
C -3.251 -0.039 -0.343
C -4.387 0.107 -1.379
C -5.213 -1.009 -1.580
C -6.213 -0.939 -2.533
C -6.430 0.247 -3.238
C -5.663 1.373 -2.959
C -4.615 1.322 -2.044
C -3.838 2.155 0.887
C -3.680 2.928 2.042
H -2.838 4.331 4.085
H -3.379 3.119 5.255
H -1.723 3.087 4.661
H -2.782 0.544 4.243
H -3.289 -0.865 2.279
H -3.261 -1.119 0.005
H -5.106 -1.893 -0.946
H -6.794 -1.812 -2.736
H -7.217 0.285 -4.008
H -5.843 2.305 -3.469
H -4.065 2.224 -1.780
H -4.445 2.526 0.075
H -3.933 3.980 1.988
*
```

As for the LUMO energy: -2.4 eV. The largest force on an atom comes out at 4.25 eV/A.

No. 3
Entry from the Open Molecules 2025 dataset: a structure of composition C42H52N3O5S3W at a distorted geometry (wB97M-V/def2-TZVPD).

Geometry as ORCA input:
```
! wB97M-V def2-TZVPD RIJCOSX def2/J DEFGRID3
* xyz 1 1
W 0.421 0.044 -0.663
C -2.208 -0.109 3.209
C -1.342 0.419 2.101
N -1.044 -0.338 1.068
N -1.700 -1.558 1.134
C -1.151 -2.534 0.504
S 0.332 -2.335 -0.370
S -1.793 -4.150 0.646
C -2.057 -4.290 2.448
C -0.800 -4.705 3.155
C 0.151 -3.766 3.539
C 1.337 -4.165 4.133
C 1.583 -5.512 4.357
C 0.640 -6.456 3.980
C -0.542 -6.055 3.378
C -0.903 1.796 2.220
C -1.490 2.683 3.143
C -1.074 3.990 3.235
C -0.036 4.458 2.424
C 0.554 3.618 1.510
C 0.107 2.300 1.399
O 0.697 1.506 0.525
H -2.056 -1.171 3.344
H -3.264 0.041 2.966
H -1.988 0.398 4.144
H -2.829 -5.055 2.530
H -2.479 -3.353 2.806
H -0.015 -2.714 3.344
H 2.078 -3.427 4.413
H 2.510 -5.824 4.821
H 0.826 -7.508 4.153
H -1.273 -6.797 3.076
H -2.296 2.353 3.782
H -1.549 4.656 3.943
H 0.298 5.483 2.514
H 1.365 3.939 0.868
C -1.955 -0.302 -1.574
C -1.081 -0.802 -2.592
C -0.237 0.292 -2.968
C -0.691 1.432 -2.177
C -1.846 1.099 -1.454
C -2.926 2.049 -0.986
C -3.843 2.140 -2.230
C -3.760 1.512 0.179
C -2.408 3.450 -0.676
C 0.669 0.544 -4.203
C 1.086 2.026 -4.313
C -0.147 0.329 -5.495
C 1.940 -0.347 -4.234
C -1.398 -2.112 -3.320
C -0.215 -2.760 -4.040
C -2.540 -1.715 -4.294
C -2.012 -3.212 -2.443
H -2.677 -0.902 -1.047
H -0.249 2.410 -2.255
H -4.289 1.170 -2.460
H -3.287 2.484 -3.103
H -4.647 2.850 -2.032
H -4.042 0.468 0.037
H -4.680 2.093 0.257
H -3.234 1.613 1.125
H -1.903 3.891 -1.537
H -1.725 3.461 0.172
H -3.254 4.093 -0.429
H 0.211 2.669 -4.436
H 1.687 2.134 -5.216
H 1.683 2.387 -3.483
H -1.055 0.937 -5.492
H -0.415 -0.703 -5.685
H 0.465 0.661 -6.334
H 1.975 -1.039 -3.393
H 2.839 0.268 -4.209
H 1.989 -0.946 -5.143
H 0.196 -2.162 -4.842
H -0.547 -3.705 -4.474
H 0.582 -2.987 -3.332
H -2.348 -0.809 -4.857
H -3.461 -1.568 -3.725
H -2.707 -2.532 -4.997
H -1.245 -3.793 -1.938
H -2.544 -3.903 -3.099
H -2.732 -2.851 -1.712
C 4.152 4.436 3.955
C 3.817 3.106 3.343
C 4.538 2.614 2.257
C 4.223 1.399 1.670
C 3.146 0.662 2.148
C 2.429 1.135 3.242
C 2.768 2.336 3.838
S 2.621 -0.924 1.508
O 1.351 -1.165 2.137
O 3.694 -1.860 1.587
N 2.268 -0.688 -0.114
C 3.434 -0.362 -0.924
C 3.092 0.959 -1.556
O 3.826 1.820 -1.939
O 1.763 0.993 -1.733
H 5.202 4.684 3.810
H 3.937 4.444 5.022
H 3.558 5.227 3.491
H 5.374 3.181 1.868
H 4.846 1.056 0.860
H 1.604 0.550 3.625
H 2.205 2.681 4.697
H 3.553 -1.087 -1.737
H 4.365 -0.380 -0.371
*
```

As for the LUMO energy: -4.6 eV. As for the energy above the lowest of the compared OMol25 structures with the same formula, charge and spin: 0.4942 eV. The largest force on an atom comes out at 1.64 eV/A.

No. 4
Entry from the Open Molecules 2025 dataset: a structure of composition C42H53AsBrLaN6O2S2Si3 at a distorted geometry (wB97M-V/def2-TZVPD).

Geometry as ORCA input:
```
! wB97M-V def2-TZVPD RIJCOSX def2/J DEFGRID3
* xyz 0 1
La 13.453 11.368 13.453
C 12.021 14.293 9.757
C 12.708 13.227 10.480
N 12.164 12.574 11.449
N 10.866 12.947 11.738
C 10.420 12.158 12.720
O 11.095 11.267 13.347
C 9.062 12.408 13.207
C 8.553 11.722 14.292
C 7.306 12.004 14.832
C 6.499 12.937 14.212
C 6.964 13.534 13.054
C 8.195 13.289 12.571
C 14.150 12.926 10.224
C 14.817 13.637 9.288
C 16.136 13.218 9.024
C 16.761 12.301 9.774
C 15.977 11.623 10.755
N 14.761 12.006 11.015
H 11.337 13.876 9.048
H 12.656 15.044 9.181
H 11.339 14.891 10.456
H 9.233 11.093 14.822
H 7.007 11.597 15.808
H 5.476 13.220 14.441
H 6.326 14.251 12.557
H 8.605 13.889 11.786
H 14.422 14.443 8.674
H 16.754 13.758 8.291
H 17.845 12.144 9.629
H 16.406 10.892 11.388
O 15.582 17.773 14.464
C 15.213 16.485 14.071
C 13.839 16.152 13.992
C 13.549 14.843 13.577
N 14.512 13.929 13.373
C 15.766 14.253 13.603
Br 17.122 12.968 13.463
C 16.159 15.563 13.781
H 14.818 18.282 14.624
H 13.032 16.880 14.177
H 12.489 14.584 13.428
H 17.171 15.796 14.009
S 11.555 8.244 17.079
C 13.206 7.723 16.970
C 13.876 8.520 16.112
N 13.137 9.555 15.513
C 11.877 9.488 15.937
H 13.614 6.996 17.655
H 15.001 8.453 15.951
H 11.063 10.135 15.615
C 15.982 14.315 18.269
C 16.227 13.178 17.513
C 15.318 12.739 16.649
C 13.995 13.383 16.595
C 12.982 12.876 15.702
C 11.762 13.448 15.779
C 11.448 14.532 16.655
C 12.460 15.134 17.392
C 13.735 14.493 17.441
C 14.792 14.980 18.239
H 16.739 14.759 18.915
H 17.237 12.691 17.526
H 15.432 11.782 16.105
H 10.969 13.082 15.136
H 10.385 14.837 16.700
H 12.311 16.065 17.894
H 14.705 15.942 18.787
C 9.508 7.378 12.688
Si 11.067 6.571 12.116
C 12.116 6.300 13.705
C 10.899 4.919 11.153
As 12.093 8.262 10.794
Si 10.592 9.131 9.110
C 9.398 10.426 9.819
C 11.672 10.017 7.904
C 9.627 7.758 8.357
Si 13.684 7.192 9.422
C 14.495 5.945 10.585
C 14.971 8.435 8.810
C 12.966 6.179 8.028
H 8.920 6.724 13.383
H 8.785 7.781 12.010
H 9.727 8.205 13.333
H 11.551 5.563 14.351
H 12.185 7.163 14.370
H 13.175 6.003 13.611
H 10.947 5.156 10.090
H 9.872 4.514 11.333
H 11.599 4.147 11.328
H 8.920 10.191 10.745
H 8.546 10.398 9.111
H 9.759 11.486 9.838
H 12.146 10.745 8.516
H 11.061 10.578 7.191
H 12.461 9.448 7.360
H 9.035 7.255 9.128
H 10.397 7.026 8.104
H 9.137 8.074 7.456
H 14.341 6.198 11.592
H 15.546 5.674 10.382
H 13.984 5.000 10.575
H 15.658 8.590 9.700
H 14.632 9.392 8.401
H 15.630 7.840 8.111
H 12.022 5.708 8.346
H 13.667 5.484 7.663
H 12.548 6.814 7.227
S 17.880 8.862 12.355
C 16.521 9.314 13.034
N 15.472 9.767 13.360
*
```

As for the LUMO energy: -0.4 eV. As for the energy above the lowest of the compared OMol25 structures with the same formula, charge and spin: 0.0000 eV. The largest force on an atom comes out at 3.48 eV/A.